1.
{"formula": "C26H25BCl3F6N8O2STi", "method": "ωB97M-V/def2-TZVPD", "symbols": ["H", "H", "C", "H", "C", "F", "C", "C", "C", "N", "Cl", "Ti", "H", "C", "H", "H", "H", "H", "H", "C", "H", "C", "B", "C", "C", "O", "C", "C", "O", "H", "C", "F", "C", "N", "C", "H", "F", "C", "N", "N", "N", "H", "H", "C", "C", "C", "F", "C", "C", "H", "N", "C", "Cl", "N", "H", "H", "H", "C", "N", "C", "F", "H", "H", "S", "H", "H", "Cl", "H", "H", "F", "H", "C", "C"], "positions_angstrom": [[2.047896, 0.281652, 4.059323], [4.033122, 1.486356, 2.776253], [1.244800, 0.980602, 4.288081], [-0.230478, -4.929092, 0.699766], [-3.033939, 4.124655, -2.144544], [-2.229395, 1.368292, 3.124593], [2.564095, -6.116198, 0.890435], [-0.022403, 0.535004, 3.567889], [-1.495296, 3.294148, -0.519783], [0.095191, -2.862382, 0.520717], [-0.320870, 3.642969, 0.700863], [0.232120, 0.168591, 0.435660], [1.522743, 1.973550, 3.948997], [2.097220, -5.203046, -1.056162], [1.088038, 1.004435, 5.365438], [1.817412, -1.520340, -4.588613], [2.593386, -7.341933, -0.984198], [-3.759395, -1.702260, 1.897068], [2.479594, 1.883833, 2.014960], [0.798008, -0.640379, -2.823800], [1.839833, -4.989676, -2.078002], [-1.939002, -3.530920, 1.047202], [1.546488, -2.827997, -0.032438], [-0.341161, -0.921148, 3.989992], [-3.022679, -1.198932, 1.272157], [-1.307847, 0.923729, -0.180256], [-1.863660, 1.971931, -0.790293], [3.428310, 1.375485, 1.875483], [0.129495, 0.588871, 2.194037], [-1.005581, 0.163205, -3.602434], [-2.061748, 4.363034, -1.192008], [-1.590079, -1.280051, 3.658145], [-2.875537, 1.785366, -1.736267], [-0.669636, -1.745865, 0.639797], [2.917565, -7.047361, 2.005675], [-4.231855, 2.648509, -3.146648], [-0.800841, 2.747729, 3.970430], [-1.196752, 1.465639, 3.965245], [0.773355, -0.983338, -1.530370], [2.211154, -0.617836, 0.948166], [1.499244, -2.131550, -1.414292], [4.001041, -3.255382, 1.419660], [2.680923, -3.297807, -2.720231], [1.592779, -1.544109, -3.536763], [-0.659909, -3.943101, 0.745864], [2.450961, -6.398470, -0.485624], [-1.639681, 1.181452, 5.199835], [2.017217, -2.459983, -2.606179], [3.262999, -0.077398, 1.574517], [2.094782, -7.136384, 2.715198], [2.452095, -1.956112, 0.860405], [-1.901943, -2.138113, 0.988952], [-3.740325, 5.461385, -2.997942], [2.297899, -4.844458, 1.130638], [-3.507174, -0.886075, 0.350125], [0.461033, 0.748542, -4.383701], [-2.783660, -4.144578, 1.306605], [3.641950, -2.243201, 1.399885], [2.023721, -4.272569, -0.075282], [-3.457928, 2.838938, -2.417904], [0.506844, -1.764658, 3.397722], [3.787951, -6.687844, 2.554406], [5.134845, -0.948261, 2.380947], [1.528336, 1.801650, -0.774537], [3.935669, 1.873365, 1.049528], [-2.682701, -0.305228, 1.787367], [-3.449333, 0.182876, -2.072713], [-1.744944, 5.370053, -0.964486], [3.143211, -8.040183, 1.619491], [-0.214190, -1.090929, 5.314494], [0.006370, 1.362566, -2.788152], [0.020642, 0.481812, -3.423567], [4.191600, -1.074769, 1.878742]], "forces_ev_per_a": [[-0.01, 0.00, 0.01], [0.00, 0.02, -0.01], [-0.01, -0.03, 0.11], [-0.02, -0.01, -0.01], [0.01, 0.09, -0.01], [0.02, 0.08, 0.05], [0.00, -0.02, 0.06], [0.15, 0.04, -0.14], [0.02, 0.09, 0.01], [-0.12, 0.10, -0.31], [-0.14, -0.01, 0.11], [0.56, 0.27, -0.74], [-0.02, -0.01, -0.01], [-0.19, -0.05, -0.08], [-0.01, 0.00, -0.01], [0.00, 0.00, 0.00], [0.01, 0.00, 0.00], [0.01, 0.02, 0.01], [0.02, -0.04, -0.04], [-0.01, 0.08, -0.01], [0.02, 0.03, 0.02], [0.02, -0.02, 0.07], [-0.13, -0.08, -0.05], [-0.03, 0.03, 0.07], [-0.05, 0.07, -0.08], [-0.29, 0.56, -0.14], [-0.04, -0.35, 0.10], [-0.01, 0.03, -0.05], [-0.34, 0.17, 0.17], [-0.08, -0.03, -0.01], [-0.03, 0.01, -0.02], [0.15, -0.04, 0.16], [-0.15, -0.04, -0.12], [0.24, -0.25, 0.39], [0.01, -0.03, -0.01], [0.00, 0.01, 0.00], [-0.05, -0.07, -0.08], [0.09, 0.04, 0.06], [-0.13, -0.02, 0.08], [0.15, -0.50, 0.12], [-0.10, 0.03, 0.06], [0.00, -0.01, 0.00], [-0.01, 0.01, 0.03], [-0.03, 0.01, 0.01], [0.05, -0.03, 0.06], [-0.05, 0.00, 0.01], [-0.02, 0.05, -0.01], [0.14, 0.00, -0.01], [-0.02, 0.13, 0.02], [-0.01, 0.01, 0.00], [0.09, -0.03, -0.06], [-0.05, 0.11, -0.09], [0.01, -0.04, 0.02], [0.06, 0.00, -0.09], [-0.02, -0.02, -0.03], [-0.01, 0.03, 0.01], [0.00, 0.00, 0.00], [0.02, 0.06, 0.05], [0.26, 0.09, 0.14], [0.01, -0.06, 0.03], [0.00, -0.02, -0.03], [0.00, 0.01, -0.01], [0.00, 0.00, 0.00], [-0.04, -0.30, 0.40], [0.02, 0.00, 0.00], [-0.04, -0.09, -0.12], [0.15, 0.05, -0.04], [0.00, 0.00, 0.00], [0.00, 0.00, 0.00], [-0.02, -0.03, -0.03], [0.01, -0.02, 0.01], [-0.02, -0.01, 0.00], [-0.02, -0.06, -0.01]], "lowdin_charge": [0.099, 0.088, 0.033, 0.125, -0.664, 0.161, -0.355, -0.365, -0.565, 0.042, 0.734, 0.862, 0.093, -0.080, 0.108, 0.108, 0.100, 0.093, 0.031, -0.337, 0.106, 0.007, -0.634, -0.549, -0.025, -0.273, -0.413, -0.078, -0.227, 0.062, -0.121, 0.165, -0.560, 0.011, -0.034, 0.108, 0.147, -0.555, 0.019, -0.014, 0.038, 0.115, 0.113, -0.004, -0.027, -0.020, 0.168, -0.056, -0.339, 0.076, 0.036, -0.307, 0.676, 0.110, 0.036, 0.087, 0.110, -0.040, -0.009, -0.126, 0.178, 0.075, 0.107, 0.372, 0.069, 0.053, 0.758, 0.109, 0.073, 0.163, 0.005, -0.049, -0.001], "spin_multiplicity": 2, "s_squared": 0.7553, "energy_ev": -131890.413, "relative_energy_kcal_mol": 8.0, "orbital_gap_ev": [8.32, 6.85]}


2.
{"formula": "H4O2", "method": "ωB97M-V/def2-TZVPD", "symbols": ["O", "H", "H", "O", "H", "H"], "positions_angstrom": [[-1.424470, 0.160810, 0.057515], [1.617102, -0.486008, 0.676059], [-2.024703, -0.603701, -0.291161], [1.220078, 0.010785, -0.124201], [1.144285, 1.010195, 0.029197], [-0.532294, -0.092083, -0.347411]], "forces_ev_per_a": [[-0.51, -2.75, -1.90], [-1.06, 1.86, -1.79], [1.48, 2.23, 1.03], [1.03, 0.58, 1.38], [0.48, -2.36, 0.28], [-1.42, 0.45, 0.99]], "lowdin_charge": [-0.161, 0.107, 0.078, -0.122, 0.098, 0.000], "smiles": "O.O", "energy_ev": -4159.506, "relative_energy_kcal_mol": 10.0, "orbital_gap_ev": 11.51}


3.
{"formula": "C29H49FIN2O18S", "method": "ωB97M-V/def2-TZVPD", "symbols": ["H", "O", "H", "H", "O", "O", "H", "H", "C", "H", "H", "O", "H", "H", "C", "C", "H", "C", "H", "H", "C", "O", "H", "H", "C", "C", "F", "O", "H", "O", "H", "H", "O", "C", "H", "O", "C", "H", "H", "H", "H", "H", "C", "H", "C", "O", "H", "C", "C", "C", "H", "O", "H", "C", "C", "S", "H", "O", "H", "I", "H", "C", "N", "C", "O", "H", "C", "H", "O", "O", "H", "H", "C", "H", "H", "H", "O", "H", "C", "H", "C", "O", "H", "H", "C", "N", "C", "H", "C", "H", "H", "H", "H", "C", "C", "H", "O", "H", "C", "C", "H"], "positions_angstrom": [[4.646098, -1.694989, 2.789470], [0.198856, -11.071748, 2.622483], [-7.205860, 9.050449, -0.106648], [5.090023, -0.207477, 3.617611], [-1.580863, -0.986925, -0.437657], [-2.586498, 0.055347, 1.293694], [-6.964780, 10.679040, 0.183521], [-3.603758, 9.944412, -1.778927], [-4.111880, 10.025676, 0.384375], [1.593769, -3.713539, -0.553237], [5.143100, 2.968695, 1.155462], [-0.271743, -9.374082, 4.041192], [5.209193, 3.698540, -4.694617], [-1.911453, -0.277355, 3.179168], [2.720032, -9.052359, -0.561645], [3.558014, -3.980787, -1.373348], [-3.711714, 1.158558, -2.567207], [3.125377, -0.545181, 1.121583], [2.077190, -9.881726, -0.841271], [4.381992, 1.933843, -0.047073], [-5.457714, 9.462695, 0.782666], [3.765896, 0.065421, 2.115120], [-4.152189, 11.101573, 0.253083], [0.740100, -8.674775, 2.361646], [-0.142174, -8.443822, 2.958046], [6.117082, -0.491126, 1.751806], [-6.136718, 6.092577, -3.347265], [5.830310, 4.423734, -2.841336], [2.811574, 3.787639, -0.657909], [4.730813, 4.505655, -0.988094], [-2.269634, -8.216882, 2.727558], [-2.046684, -1.741868, 2.185871], [4.174199, 2.925175, -2.507367], [-4.831258, 7.655377, -2.193779], [-2.430651, 9.252782, -0.637152], [2.124727, 0.239589, 0.719683], [-3.926226, -0.975909, -2.531972], [3.519311, 4.794564, 0.601245], [5.956221, -0.960011, 0.781569], [-4.944027, -0.980686, -2.139779], [-3.879202, 4.915493, 0.167182], [0.793330, -13.041868, 4.107478], [4.848564, 3.855543, -2.145471], [0.541735, 0.379822, -0.547269], [-1.753078, -0.694039, 2.189340], [3.403190, -1.617366, 0.649783], [2.024451, -0.233434, -1.300873], [-4.000392, 7.956197, -1.116097], [-3.653363, 6.904665, -0.257552], [4.204199, 2.760454, 0.639443], [-0.983531, -13.161729, 4.005730], [-3.261659, 0.500693, -0.707910], [6.330958, 0.564322, 1.579030], [-0.088651, -10.652640, 3.713686], [-5.199927, 8.653576, -3.274721], [-5.511396, 3.685502, -1.606711], [3.243231, -4.021813, -2.418086], [-5.909486, 9.576300, -3.121922], [-0.703907, -0.596142, 1.919140], [-2.349231, 7.074221, 1.362836], [-3.966353, -1.062309, -3.617368], [4.901753, -0.646839, 2.640031], [-4.149270, 5.677866, -0.448530], [-3.482890, 9.350989, -0.882941], [1.900891, -5.692240, -0.828703], [-1.316667, -7.632100, 1.347819], [2.428943, -4.405782, -0.461557], [3.868976, -2.968879, -1.136958], [2.016394, -7.845188, -0.866729], [-4.669346, 8.361081, -4.473935], [3.641558, -9.103309, -1.139500], [-3.415911, -1.852488, -2.136101], [3.727858, 3.989185, -0.101741], [1.051339, -1.279759, -0.228427], [-3.452681, 9.798739, 1.208563], [6.986224, -0.954268, 2.217468], [3.625985, -6.700966, 0.231159], [6.556113, 2.813055, -3.930740], [1.399452, -0.267563, -0.408778], [2.939960, -9.121928, 0.501266], [-1.393853, -8.410976, 2.106712], [-0.264050, -11.389113, 4.809746], [-2.178173, 0.299259, -2.478495], [4.418590, -4.641116, -1.266451], [-0.145780, -12.798318, 4.598566], [-6.528095, 9.796776, -0.045534], [-5.325157, 6.361494, -2.335950], [-0.171065, -13.260367, 5.580914], [-3.210571, 0.295610, -2.129796], [-6.537128, 3.575569, -0.741855], [2.735585, -4.413410, 0.583080], [6.823126, 4.431465, -4.608185], [-1.550244, -9.365604, 1.605982], [6.111083, 3.792828, -4.094448], [-4.989349, 5.352971, -1.459936], [3.463459, 2.446316, 1.368530], [-5.535106, 8.726484, 1.731557], [-3.878775, 7.814719, -4.366575], [2.616186, -6.738413, -0.421806], [-2.394855, -0.221922, 0.006014], [0.017954, -7.469404, 3.416025]], "forces_ev_per_a": [[-0.09, 0.00, -0.12], [-0.02, -0.02, -0.03], [-0.33, 0.15, 0.46], [-0.14, 0.12, -0.02], [-0.05, -0.02, -0.03], [0.02, 0.06, 0.00], [0.09, 0.20, -0.34], [-0.06, 0.16, -0.06], [0.15, -0.18, -0.15], [-0.11, -0.14, -0.06], [-0.05, 0.07, 0.06], [0.07, 0.03, 0.06], [-0.04, -0.06, 0.06], [-0.10, 0.07, -0.05], [0.05, -0.28, 0.02], [0.14, -0.30, -0.24], [-0.01, 0.08, 0.17], [0.13, 0.08, -0.03], [-0.14, 0.14, -0.08], [-0.09, 0.00, -0.03], [0.21, 0.55, 0.14], [-0.16, -0.11, 0.08], [-0.03, 0.15, -0.17], [-0.02, -0.17, 0.03], [-0.08, 0.36, -0.36], [-0.11, 0.07, -0.23], [0.12, 0.03, 0.20], [0.00, 0.00, 0.00], [0.08, -0.06, -0.11], [-0.02, 0.06, -0.04], [0.03, 0.10, 0.01], [0.06, -0.02, -0.07], [-0.01, -0.03, -0.01], [0.19, -0.23, 0.25], [0.31, 0.16, -0.32], [-0.11, -0.01, 0.06], [-0.01, -0.13, 0.18], [0.14, 0.11, -0.08], [-0.01, -0.07, 0.04], [-0.03, 0.06, -0.07], [0.04, 0.04, 0.09], [-0.02, 0.04, -0.08], [0.01, 0.07, -0.01], [0.03, 0.10, 0.11], [0.09, -0.05, 0.20], [-0.07, 0.04, 0.11], [0.05, -0.08, 0.04], [-0.03, 0.12, -0.11], [0.32, 0.09, 0.63], [0.24, 0.07, -0.15], [0.05, 0.01, -0.08], [0.01, 0.24, -0.01], [0.04, 0.01, 0.10], [0.07, 0.03, 0.06], [0.52, -0.39, -0.51], [0.30, -0.75, -0.54], [-0.08, 0.04, 0.03], [-0.82, 0.72, 0.43], [-0.01, -0.03, -0.08], [-0.18, -0.06, -0.31], [0.00, 0.03, -0.01], [0.39, -0.14, 0.18], [-0.14, 0.21, -0.48], [-0.31, -0.21, 0.63], [-0.10, 0.01, 0.04], [0.03, 0.01, 0.01], [0.13, 0.41, 0.04], [-0.03, 0.04, 0.03], [-0.02, -0.03, 0.06], [0.41, -0.02, 0.15], [0.06, 0.05, 0.09], [0.07, 0.02, -0.05], [-0.23, -0.12, 0.31], [0.04, -0.03, 0.01], [0.10, 0.24, 0.30], [-0.01, 0.00, 0.03], [0.03, 0.00, 0.05], [-0.08, -0.04, 0.00], [0.03, 0.02, -0.20], [0.07, 0.09, 0.00], [-0.11, -0.20, 0.01], [-0.02, 0.00, 0.01], [0.05, -0.06, 0.16], [-0.02, -0.01, 0.08], [0.01, -0.19, 0.08], [0.01, -0.32, -0.38], [-0.17, -0.29, -0.20], [-0.03, 0.11, 0.05], [-0.11, -0.17, -0.41], [0.09, 0.63, 0.13], [0.08, -0.11, -0.02], [0.01, 0.07, 0.11], [0.07, 0.01, -0.05], [0.11, 0.00, -0.18], [-0.62, 0.00, 0.48], [-0.04, -0.01, 0.03], [-0.09, -0.85, -0.03], [-0.07, -0.18, -0.27], [-0.06, -0.01, -0.12], [-0.09, -0.07, 0.05], [0.01, -0.10, 0.23]], "lowdin_charge": [0.125, 0.121, 0.103, 0.124, 0.118, 0.007, 0.116, 0.123, -0.099, 0.111, 0.088, 0.040, 0.094, 0.096, -0.038, -0.061, 0.095, -0.604, 0.095, 0.078, -0.538, 0.018, 0.131, 0.115, -0.210, -0.056, 0.142, 0.009, 0.120, 0.040, 0.081, 0.104, 0.117, 0.031, 0.094, -0.008, -0.056, 0.121, 0.078, 0.083, 0.137, 0.096, -0.614, 0.081, -0.018, 0.119, 0.108, -0.168, -0.597, -0.065, 0.099, 0.018, 0.073, -0.613, -0.489, 0.924, 0.083, 0.208, 0.088, 1.158, 0.085, -0.195, 0.048, -0.113, 0.036, 0.079, -0.214, 0.053, 0.000, 0.168, 0.098, 0.080, -0.207, 0.081, 0.063, 0.084, 0.124, 0.100, -0.026, 0.092, -0.062, 0.007, 0.125, 0.079, -0.037, 0.154, -0.212, 0.093, -0.217, -0.079, 0.120, 0.094, 0.076, -0.034, -0.506, 0.073, 0.084, 0.135, -0.616, -0.611, 0.122], "total_charge": 1, "energy_ev": -92350.581, "relative_energy_kcal_mol": 0.0, "orbital_gap_ev": 6.50}